No. 1
Computed, not measured: a 7-piece molecular cluster, C22H61N3O10 overall at a distorted geometry, with ωB97M-V/def2-TZVPD.

Computed properties:
- energy relative to the best compared isomer or geometry (same formula, charge and spin) (kcal per mole) = 56.5
- gap between HOMO and LUMO (Ha) = 0.320
- electronic energy (a.u.) = -1791.16403
- charge = 0
- SMILES = COCCNCCOC.COCCNCCOC.COCCNCCOC.CO.CO.CO.CO

The geometry in XYZ format:
```
96
Properties=species:S:1:pos:R:3:forces:R:3
C 7.0681 22.4892 -10.5657 0.7 -0.2 0.3
O 8.3614 22.7968 -9.9642 -1.3 -1.1 -0.8
C 8.1877 23.4419 -8.7224 0.1 0.5 0.1
C 9.4665 23.3300 -7.8992 -1.0 0.1 -1.1
N 9.7393 21.9629 -7.4871 -0.4 0.9 1.3
C 11.0303 21.9668 -6.7805 0.2 -0.9 -1.3
C 11.4801 20.5712 -6.3700 -0.6 2.5 0.7
O 10.7081 20.2803 -5.2035 0.4 -0.8 -1.9
C 10.4994 18.9042 -5.1741 -0.6 -1.2 2.2
H 6.3425 23.2813 -10.3811 0.0 0.1 0.1
H 6.6921 21.5453 -10.1708 -0.1 0.0 0.3
H 7.1208 22.3403 -11.6442 0.6 0.3 0.0
H 7.3484 23.0945 -8.1198 -0.2 -0.6 -0.1
H 7.9289 24.4639 -8.9989 0.3 0.6 0.5
H 9.3465 24.0039 -7.0509 0.3 -0.1 0.1
H 10.2503 23.6727 -8.5747 0.5 0.5 0.2
H 9.6890 21.4006 -8.3246 0.5 -0.3 0.0
H 11.0338 22.6049 -5.8968 -0.4 0.0 0.0
H 11.7914 22.3534 -7.4583 0.4 0.3 -0.1
H 12.5273 20.6838 -6.0893 0.3 -0.6 -0.2
H 11.3031 19.9091 -7.2176 0.1 -0.4 0.3
H 10.2874 18.3478 -6.0871 -0.3 0.7 -0.5
H 9.6823 18.7823 -4.4630 -0.2 -0.4 -0.2
H 11.3325 18.3659 -4.7222 0.5 0.0 0.1
C 2.3498 24.8752 -8.5679 -0.3 -1.0 -0.2
O 1.8571 23.9271 -7.6031 0.1 -0.6 -0.6
C 1.9094 22.5714 -8.1502 -1.3 0.1 -0.4
C 0.7806 22.2822 -9.2332 2.2 1.8 -0.5
N -0.4947 22.7393 -8.7913 -0.7 -1.1 0.7
C -1.5415 22.6498 -9.8173 0.7 1.5 0.4
C -1.2448 23.4883 -11.0938 0.2 -1.3 0.5
O -0.3712 22.9027 -12.0427 -0.4 -0.9 -0.6
C -0.8613 21.7575 -12.7583 0.1 0.0 0.5
H 2.5733 25.8501 -8.1347 -0.4 -0.2 0.3
H 1.6363 24.9257 -9.3904 -0.2 0.6 0.0
H 3.2524 24.5103 -9.0581 0.4 -0.1 0.2
H 1.7057 21.8149 -7.3923 0.3 0.6 0.7
H 2.9238 22.4669 -8.5352 -0.1 -0.5 -0.3
H 0.8068 21.2669 -9.6288 -0.1 -0.2 0.4
H 1.0188 22.9371 -10.0713 0.6 -0.3 -0.6
H -0.3140 23.6810 -8.4740 -0.6 0.3 0.1
H -2.3920 23.1794 -9.3881 -0.3 -0.3 0.1
H -1.8178 21.6081 -9.9805 0.1 0.0 -0.2
H -0.6928 24.3697 -10.7673 -0.4 0.3 0.0
H -2.2265 23.7314 -11.5002 0.0 0.3 -0.5
H -1.0823 20.8648 -12.1731 0.1 0.1 0.9
H -0.0653 21.4072 -13.4154 -0.2 0.5 -0.3
H -1.8121 21.9378 -13.2599 0.1 0.5 -0.5
C 6.5711 7.3440 -13.6737 -0.2 0.8 0.3
O 6.2365 8.7579 -13.6095 -0.1 -0.9 -0.7
C 6.4877 9.4210 -12.3829 0.1 -0.1 -0.1
C 6.0788 10.9085 -12.4449 0.7 -0.7 0.5
N 6.4994 11.6203 -11.2295 -0.7 0.0 -0.1
C 6.3217 13.0536 -11.4703 1.3 0.1 -0.1
C 6.9559 13.8829 -10.3495 -1.5 -1.1 0.0
O 6.8102 15.2318 -10.6273 -0.5 1.0 -0.4
C 7.0076 16.0504 -9.4929 1.0 -0.2 -0.2
H 6.0804 6.7962 -12.8692 -0.1 0.0 0.1
H 7.6348 7.1072 -13.6543 0.4 0.6 0.4
H 6.2680 6.9143 -14.6285 -0.5 0.5 0.0
H 7.5498 9.2888 -12.1763 0.3 0.3 0.3
H 5.9308 8.9768 -11.5579 -0.1 -0.3 0.1
H 4.9910 10.9606 -12.4896 0.0 0.1 -0.4
H 6.5675 11.4244 -13.2715 -0.3 -0.3 -0.7
H 7.4673 11.4047 -11.0375 0.2 0.1 0.0
H 5.2705 13.2592 -11.6727 0.0 0.2 0.5
H 6.8561 13.3741 -12.3646 0.0 0.0 -0.6
H 8.0021 13.6070 -10.2177 0.2 -0.1 0.1
H 6.3756 13.5810 -9.4776 0.2 0.2 0.7
H 8.0415 15.9025 -9.1811 0.1 -0.3 0.7
H 6.3027 15.8039 -8.6988 0.0 0.1 0.1
H 7.0104 17.1119 -9.7405 -0.7 -0.1 -0.4
C 3.1722 22.2544 -1.0332 -1.1 0.2 0.6
O 3.1956 21.6187 0.2400 1.4 -0.4 0.2
H 3.1517 21.6312 -1.9272 0.0 -0.6 0.2
H 2.2657 22.8595 -1.0251 0.2 0.5 -0.6
H 4.0663 22.8715 -1.1220 -0.1 0.1 0.3
H 2.4157 21.1581 0.5580 -0.3 0.2 -0.8
C 3.7606 17.5584 -4.3877 0.9 1.3 0.3
O 3.0631 16.3781 -4.4259 -0.9 -1.5 -0.4
H 3.8127 18.0885 -5.3387 0.0 -0.1 -0.2
H 3.3215 18.2388 -3.6581 0.1 0.3 0.2
H 4.7825 17.3210 -4.0921 0.0 0.2 0.1
H 2.2497 16.5118 -4.9179 -0.1 -0.1 0.1
C 6.3364 26.7800 -4.6062 1.6 -0.6 -0.6
O 5.8508 28.0354 -4.2323 -0.9 0.3 0.0
H 7.2308 26.6058 -4.0080 0.0 -0.7 0.1
H 5.6841 25.9070 -4.5853 -0.6 0.6 0.7
H 6.6815 26.7769 -5.6401 0.1 0.2 -0.3
H 6.5191 28.6461 -4.5518 -0.2 0.3 0.1
C 6.8933 21.4688 -4.3660 -0.6 0.9 0.5
O 7.0373 20.4528 -5.2906 0.7 -0.9 -1.0
H 6.0644 22.0895 -4.7060 -0.4 0.1 0.4
H 6.7056 21.0099 -3.3952 -0.2 0.4 0.2
H 7.7319 22.1610 -4.2898 0.4 -0.2 0.0
H 7.9317 20.4969 -5.6366 0.2 -0.1 -0.3
```
Forces are in eV/Å.

Here are the Löwdin charges for atoms 1 to 2, given in e:
1. C -0.08
2. O -0.19


No. 2
Computed, not measured: a 8-piece molecular cluster, C28H70O28P6 overall at a distorted geometry, with ωB97M-V/def2-TZVPD.

Computed properties:
- gap between HOMO and LUMO (Ha) = 0.306
- electronic energy (a.u.) = -5264.17466
- charge = 0
- SMILES = COP(=O)(OC)OC.COP(=O)(OC)OC.COP(=O)(OC)OC.COP(=O)(OC)OC.COP(=O)(OC)OC.COP(=O)(OC)OC.Oc1ccc(O)cc1.COCCOC

The geometry in XYZ format:
```
132
Properties=species:S:1:pos:R:3:forces:R:3
C -3.6760 -0.9696 5.1360 0.4 0.1 -0.7
C -4.5760 -0.2083 4.3633 0.8 -0.7 0.5
C -4.1069 0.9047 3.6759 -0.9 0.5 0.7
C -2.7627 1.2801 3.7692 -0.3 0.0 -0.4
C -1.8892 0.5624 4.5472 -0.6 0.0 -0.2
C -2.3674 -0.5491 5.2503 1.1 1.0 0.1
O -1.4661 -1.1720 6.1029 -0.1 -0.9 0.1
O -5.0221 1.7026 3.0583 0.7 -0.1 -0.2
H -3.8705 -1.9483 5.5571 -0.6 0.2 0.3
H -5.6197 -0.4865 4.3667 -0.1 0.1 -0.3
H -2.4129 2.1475 3.2218 -0.1 0.0 0.0
H -0.8727 0.9343 4.5631 0.2 -0.4 0.4
H -1.1801 -0.5438 6.7705 0.0 0.1 0.0
H -4.4995 2.3680 2.5539 -0.5 -0.1 -0.2
C -2.5787 -1.5321 1.2341 -0.5 -1.1 0.0
O -2.0953 -0.5269 0.3522 0.3 0.8 -0.2
P -0.7074 -0.8057 -0.3346 -0.4 -0.4 0.1
O -0.6343 -2.1549 -0.9310 0.3 0.7 -0.4
O -0.5874 0.4826 -1.2886 -0.5 -0.6 0.7
C 0.5816 0.6312 -2.0734 2.0 -0.1 -0.1
O 0.3619 -0.6278 0.8585 -0.4 -0.2 -0.6
C 1.3208 -1.6668 1.0578 1.6 0.0 -0.7
H -2.8618 -1.1276 2.2025 0.1 0.3 -0.1
H -1.8891 -2.3696 1.3572 0.4 0.4 0.2
H -3.4393 -2.0224 0.7738 -0.2 0.4 0.0
H 0.4451 0.6833 -3.1508 -0.8 -0.4 0.2
H 1.2900 -0.1748 -1.8559 -0.1 -0.1 -0.2
H 1.1650 1.5345 -1.8680 -0.6 0.2 0.5
H 2.3101 -1.1967 1.0355 -0.1 0.2 0.5
H 1.4033 -2.3527 0.2142 -0.7 -0.1 0.1
H 1.2108 -2.2405 1.9752 -0.5 0.2 0.1
C -0.8862 -1.2233 -4.7149 0.3 -1.6 0.2
O -1.2861 0.1313 -4.6882 0.2 1.0 -0.1
P -0.7430 1.2446 -5.7019 0.9 -2.7 -1.2
O -0.7055 2.5895 -5.1779 -0.3 0.9 0.5
O 0.7210 0.6550 -6.1572 -1.0 1.2 -0.5
C 1.9167 1.2373 -5.6109 0.3 -0.8 1.6
O -1.6306 0.9340 -6.9975 0.7 0.2 0.5
C -1.1868 1.3981 -8.2986 -0.2 -0.3 0.6
H -0.6812 -1.6270 -3.7189 -0.3 0.7 0.3
H 0.0435 -1.4434 -5.2408 -0.1 0.6 -0.4
H -1.6690 -1.8649 -5.1181 -0.2 0.3 -0.2
H 1.6667 1.6347 -4.6286 0.3 0.1 0.0
H 2.5049 2.0021 -6.1202 -0.9 0.1 -0.8
H 2.5923 0.3931 -5.4737 0.0 0.0 0.1
H -2.0201 1.9621 -8.7030 0.2 0.1 -0.2
H -0.9657 0.5155 -8.8922 -0.1 0.0 -0.1
H -0.2809 1.9925 -8.2075 -0.1 0.2 -0.1
C 1.7478 -2.7370 5.1355 -0.9 1.3 -0.2
O 1.5452 -4.1013 5.4661 0.3 -0.5 -0.9
P 0.9356 -5.1383 4.3945 -0.9 -1.0 1.1
O 0.7040 -6.4468 5.0482 0.7 1.1 -0.7
O -0.4048 -4.4832 3.8250 1.2 0.0 -0.2
C -1.4540 -4.2694 4.7725 -0.6 0.4 0.2
O 1.8947 -5.0771 3.1248 -0.5 0.2 0.4
C 3.1841 -5.6838 3.2731 0.5 0.1 0.1
H 2.3206 -2.4425 4.2488 0.4 -1.0 0.0
H 2.2118 -2.2544 5.9912 -0.1 -0.1 0.1
H 0.7781 -2.2708 4.9278 -0.1 0.0 0.4
H -1.1122 -4.2394 5.8073 0.2 0.0 -0.1
H -2.2225 -5.0394 4.7107 0.2 -0.1 -0.3
H -1.8841 -3.2999 4.5259 -0.1 0.0 0.1
H 3.9036 -5.0755 2.7276 -0.2 -0.1 -0.3
H 3.1516 -6.7035 2.8976 0.0 0.0 0.0
H 3.5439 -5.6888 4.3038 -0.3 -0.1 0.1
C -0.9740 -5.3995 -2.2265 0.0 0.2 0.6
O -0.4737 -6.2750 -1.2022 -0.5 -0.5 0.6
P -1.5153 -7.0436 -0.2287 1.9 0.3 0.4
O -2.7276 -7.5641 -0.8114 -0.9 -0.3 -0.8
O -1.7738 -6.0389 0.9803 0.1 -0.6 0.2
C -2.8602 -5.1094 0.9507 0.1 0.1 -0.2
O -0.5588 -8.1671 0.3795 -0.1 0.5 -0.8
C 0.6178 -7.8244 1.1068 -0.8 0.8 2.3
H -0.9993 -5.9589 -3.1588 -0.3 0.2 0.0
H -0.3111 -4.5381 -2.3020 0.2 -0.2 0.0
H -1.9345 -4.9953 -1.9032 -0.2 -0.2 -0.5
H -2.4179 -4.1995 0.5535 -0.5 0.2 0.0
H -3.2630 -4.9524 1.9502 0.4 0.0 0.2
H -3.7043 -5.4632 0.3584 0.2 -0.1 -0.3
H 1.1956 -8.6994 1.3882 0.1 -0.2 -0.8
H 0.2386 -7.4693 2.0764 0.2 0.0 0.1
H 1.2043 -6.9724 0.7650 0.0 -0.4 -0.8
C -6.3230 3.4466 -0.7939 -0.6 0.7 0.3
O -5.1356 4.2441 -0.6389 0.4 0.4 -0.5
P -3.7912 3.5940 -0.1435 0.9 -1.0 0.6
O -3.7453 3.2871 1.3115 -0.1 0.2 -1.1
O -2.6053 4.6030 -0.5530 -0.9 -1.1 0.1
C -2.4939 5.8751 0.0961 -0.6 0.5 -0.2
O -3.6572 2.2914 -1.0662 0.3 1.2 0.9
C -3.1108 2.3901 -2.3843 1.2 -1.1 -0.6
H -6.5022 3.0831 -1.8059 0.7 -0.1 -0.1
H -7.1107 4.1796 -0.6153 -0.2 -0.4 0.3
H -6.3303 2.6285 -0.0768 -0.2 0.0 0.0
H -2.8570 6.5958 -0.6366 0.2 0.3 0.2
H -1.4652 6.0795 0.3759 0.1 -0.2 -0.2
H -3.1018 5.9658 0.9975 -0.1 -0.3 0.0
H -2.1871 1.8057 -2.4232 0.1 0.3 0.4
H -2.8372 3.4035 -2.6659 -0.5 0.0 -0.2
H -3.7115 1.8172 -3.0919 -0.6 0.7 0.1
C 3.5737 1.8658 0.2611 -1.9 -0.5 -0.3
O 4.5778 2.4939 -0.5238 0.7 0.0 -0.5
P 4.9207 1.9318 -1.9828 0.5 0.1 0.0
O 3.8333 1.6744 -2.9318 0.0 -0.1 0.5
O 5.9940 2.9991 -2.4711 -0.7 0.3 0.8
C 6.3045 3.2187 -3.8294 0.7 -0.4 -1.2
O 5.7856 0.6368 -1.6675 -0.2 0.1 -0.2
C 7.0120 0.7549 -0.9243 -0.1 -1.2 -0.2
H 2.9937 1.1276 -0.3046 0.1 0.2 -0.4
H 2.8633 2.6424 0.5338 0.1 -0.1 0.3
H 3.8354 1.2824 1.1455 1.1 0.6 0.0
H 7.2210 2.6685 -4.0617 0.0 0.1 0.1
H 6.4931 4.2686 -4.0432 -0.1 0.1 0.5
H 5.5682 2.8653 -4.5528 -0.4 0.0 0.5
H 7.1319 1.7061 -0.4163 0.0 0.0 0.0
H 7.8331 0.5235 -1.6030 0.1 0.5 -0.1
H 6.9945 -0.0859 -0.2299 0.0 0.3 0.3
C 0.2297 2.8801 1.2139 0.6 0.7 1.3
O 1.2639 3.7982 1.5807 0.4 0.0 0.1
C 1.2293 5.0487 0.9340 -0.5 0.2 0.2
C 2.6432 5.5213 0.5800 -0.4 -0.9 -1.0
O 2.5583 6.2583 -0.6355 0.6 0.8 -0.2
C 2.8214 7.6422 -0.4814 -0.4 0.3 0.8
H 0.4275 2.4896 0.2165 -0.5 0.0 -0.1
H -0.7335 3.3655 1.3914 -0.2 -0.2 -0.7
H 0.3202 2.1200 1.9908 -0.1 -0.4 -0.4
H 0.6874 5.7710 1.5606 0.2 0.1 0.1
H 0.6350 4.9911 0.0163 0.3 -0.1 -0.2
H 3.2022 4.6202 0.3149 0.2 0.1 0.3
H 3.1777 6.0372 1.3769 -0.1 0.2 0.0
H 2.3029 7.9500 0.4323 0.0 0.5 -0.1
H 2.4458 8.2375 -1.3110 -0.3 -0.4 -0.2
H 3.8683 7.9401 -0.3649 0.2 -0.6 0.0
```
Forces are in eV/Å.

Here are the Löwdin charges for atoms 1 to 2, given in e:
1. C -0.02
2. C -0.01


No. 3
Computed, not measured: C6H9NNiS as an isolated structure at a distorted geometry, with ωB97M-V/def2-TZVPD.

Computed properties:
- energy relative to the best compared isomer or geometry (same formula, charge and spin) (kcal per mole) = 0.7
- gap between HOMO and LUMO (alpha / beta) (Ha) = 0.269 / 0.285
- electronic energy (a.u.) = -2195.13080
- charge = 0
- spin multiplicity = 3

The geometry in XYZ format:
```
18
Properties=species:S:1:pos:R:3:forces:R:3
Ni 0.0476 0.1719 0.7909 -1.6 -4.2 -1.1
C -1.2384 -1.7423 -0.6124 -1.0 0.4 -2.4
H -1.0394 -0.6583 -0.0799 -1.9 -3.0 -2.3
H -2.1344 -1.8275 -1.3669 0.6 0.7 2.3
H -1.2234 -2.5699 0.1090 -0.1 0.6 -0.1
H -0.5261 -1.9798 -1.4392 0.5 0.7 1.4
H 0.8330 -1.0959 0.3505 0.6 0.2 0.1
S 0.9075 0.4853 2.6605 0.6 0.8 2.0
C 1.3417 1.7782 1.5992 0.3 1.0 -1.5
C 2.1510 2.8466 1.9289 0.5 0.6 0.4
C 2.4462 3.8278 1.0046 0.1 0.4 -0.2
C 1.9606 3.6881 -0.2908 -0.6 -0.2 -1.7
C 1.1664 2.5951 -0.6647 0.1 -0.8 2.1
N 0.8484 1.6779 0.2970 1.9 3.2 0.0
H 2.5365 2.8918 2.9326 0.1 0.1 0.2
H 3.0540 4.7236 1.2630 -0.5 -0.9 -0.1
H 2.1590 4.4007 -1.0898 0.2 0.1 0.4
H 0.7637 2.3699 -1.6640 0.3 0.5 0.5
```
Forces are in eV/Å.

Here are the Löwdin charges for atoms 1 to 2, given in e:
1. Ni 0.13
2. C -0.12


No. 4
Computed, not measured: C24H44CrP2 as an isolated structure at a distorted geometry, with ωB97M-V/def2-TZVPD.

Computed properties:
- energy relative to the best compared isomer or geometry (same formula, charge and spin) (kcal per mole) = 0.0
- gap between HOMO and LUMO (alpha / beta) (Ha) = 0.213 / 0.147
- electronic energy (a.u.) = -2667.56961
- charge = +1
- spin multiplicity = 4

The geometry in XYZ format:
```
71
Properties=species:S:1:pos:R:3:forces:R:3
Cr 0.2369 -0.4890 1.6476 3.6 -1.4 -0.4
C 2.3471 0.2321 1.4666 -0.8 0.9 1.0
C 1.4318 1.2841 1.8835 0.8 -0.6 0.8
C 1.4027 -0.3735 3.4976 1.0 0.4 -0.7
C 2.2825 -0.8024 2.4291 0.3 1.1 0.5
C 0.9270 0.9345 3.1842 0.4 -0.7 -0.4
C 3.3477 0.3109 0.3712 0.0 -0.3 -0.7
H 3.2642 1.2409 -0.2013 0.1 -0.1 0.2
H 3.2191 -0.5242 -0.3289 0.2 0.1 0.0
H 4.3738 0.2452 0.7519 -0.2 0.0 0.1
C 3.2247 -1.9528 2.4641 -0.1 -0.4 -0.3
H 3.2885 -2.4709 1.5002 0.0 0.1 0.1
H 2.8960 -2.6874 3.1857 0.0 -0.3 0.2
H 4.2393 -1.6418 2.7410 -0.2 0.1 0.0
C 1.2914 -1.0465 4.8249 -0.2 -0.3 0.2
H 2.0731 -0.6794 5.5132 -0.2 -0.2 -0.3
H 1.3900 -2.1431 4.7450 -0.1 0.5 0.1
H 0.3248 -0.8237 5.2866 0.1 -0.1 0.1
C 0.3033 1.8626 4.1589 -0.5 0.3 0.1
H 1.0646 2.5399 4.5657 -0.1 -0.1 0.0
H -0.1551 1.3280 4.9966 0.1 0.1 -0.1
H -0.4716 2.4813 3.6950 0.1 0.0 0.1
C 1.2121 2.6254 1.2731 -0.3 0.3 -0.1
H 1.6956 3.4160 1.8717 0.0 -0.2 -0.4
H 0.1377 2.8690 1.2444 0.3 0.0 0.0
H 1.5800 2.6604 0.2422 0.1 0.2 0.2
C 1.9259 -0.1506 -4.0271 0.1 0.2 -0.7
C 1.6096 0.8263 -4.8916 0.5 0.2 0.1
C 0.3117 1.5896 -5.0043 -0.1 -0.3 0.9
C -0.9001 0.7903 -4.4428 -0.6 -1.2 -0.3
C -1.1734 1.0706 -2.9382 -1.6 1.1 -1.2
C -0.0610 1.5674 -2.3070 0.8 0.0 2.0
C 0.8980 0.6132 -1.7745 1.6 -0.7 -0.5
C 1.1855 -0.5551 -2.7937 -0.4 0.1 0.9
H 0.0578 1.9116 -6.0341 0.5 -0.4 0.5
H -0.7886 -0.2888 -4.6160 0.2 0.3 -0.3
H 0.4330 2.4976 -4.4010 -0.2 0.2 -0.4
H 0.2173 -1.0016 -3.0204 0.2 -0.3 0.0
H 2.8034 -0.7759 -4.2276 0.1 0.8 0.2
H 2.4162 1.2385 -5.5043 -0.3 -0.7 -0.4
H 1.7848 -1.2901 -2.2509 -0.2 -0.1 -0.1
H 1.8381 1.0794 -1.4407 -0.5 -0.2 -0.3
H -0.0006 2.5987 -2.0336 -0.1 0.6 0.5
H 0.4892 0.0923 -0.8480 -0.1 0.6 -0.6
H -1.7804 1.0985 -5.0244 0.0 -0.2 0.5
H -2.0928 1.6791 -2.9137 0.6 0.0 0.4
P -2.0140 -0.5444 -1.4995 -2.7 -2.0 -1.7
C -1.9499 -2.1578 -2.4889 0.4 0.2 0.5
C -3.7230 -0.0751 -2.0653 0.0 0.5 -0.2
P -1.8185 -0.2438 1.5361 -1.1 0.6 0.0
C -2.5896 -1.2290 0.2018 -0.2 0.2 -0.3
C -2.3398 1.4467 1.1085 -0.9 -0.2 0.2
C -2.5625 -0.7513 3.1147 -1.1 0.0 0.1
H -1.2150 -2.8357 -2.0383 -0.1 0.1 -0.1
H -1.6805 -2.0079 -3.5417 -0.1 0.1 0.3
H -2.9374 -2.6417 -2.4568 0.3 0.3 0.1
H -4.2954 -0.9744 -2.3258 0.2 0.2 0.2
H -3.6997 0.5796 -2.9488 -0.1 -0.3 0.3
H -4.2421 0.4552 -1.2607 0.0 0.0 -0.2
H -3.2599 -1.5622 2.8407 0.1 0.2 0.6
H -3.1306 0.0864 3.5731 0.3 -0.5 -0.3
H -1.8053 -1.1054 3.8393 -0.4 0.1 -0.6
H -2.2362 -2.2709 0.1889 -0.1 0.6 0.2
H -3.6857 -1.2511 0.2739 0.1 0.2 -0.6
H -1.9814 2.1248 1.8945 -0.2 -0.1 -0.3
H -3.4326 1.4647 1.0265 0.1 0.5 0.0
H -1.9000 1.7288 0.1449 0.0 0.0 0.2
C 0.0725 -2.5252 1.1470 -0.1 0.3 0.0
H 0.3622 -3.0593 2.0587 0.2 -0.2 -0.2
H -0.8712 -2.9637 0.7998 0.5 -0.2 0.2
H 0.8344 -2.6735 0.3612 -0.1 -0.2 0.3
```
Forces are in eV/Å.

Here are the Löwdin charges for atoms 1 to 2, given in e:
1. Cr 0.34
2. C -0.27